This record from OMol25 describes a molecular structure, C38H43BiN2O7SSi3 at a distorted geometry. The level of theory is the ωB97M-V functional and the def2-TZVPD basis.

The net charge is -2. The calculation puts the LUMO energy at 4.109 eV. The energy above the lowest of the compared OMol25 structures with the same formula, charge and spin comes out at 32.0 kcal/mol. Its HOMO energy is -1.6 eV. The value obtained for the orbital gap is 5.676 eV.

XYZ file:
```
95
Properties=species:S:1:pos:R:3:forces:R:3:lowdin_charge:R:1
Bi -0.264900 0.141700 -0.027400 1.52 -0.22 0.42 1.821
O -1.291500 -3.950500 -1.717800 -0.36 -0.34 -0.42 -0.006
C -0.934400 -3.048500 -0.965300 -0.50 -0.20 0.42 -0.701
O 0.188300 -2.573300 -0.748100 0.53 0.43 0.02 -0.116
C -2.008200 -2.539800 0.054900 0.09 -0.84 -0.19 -0.149
C -3.049400 -3.378600 0.433100 -0.12 0.11 -0.16 0.004
C -3.773600 -3.099400 1.581800 0.19 0.14 0.00 -0.046
C -3.372200 -2.040800 2.380200 0.06 0.04 0.04 -0.012
C -2.340700 -1.232200 1.931800 -0.20 -0.16 0.18 -0.193
N -1.734300 -1.454900 0.770500 -0.27 -0.37 0.29 -0.007
C -1.760400 -0.114100 2.772100 -0.11 -0.04 0.39 -0.629
O -2.128800 -0.001800 3.933400 -0.16 -0.06 0.08 0.046
O -0.870900 0.586100 2.189300 0.17 0.17 -0.51 -0.213
H -3.239300 -4.246000 -0.181300 0.01 0.00 -0.07 0.111
H -4.610700 -3.720600 1.874600 0.01 -0.07 0.03 0.100
H -3.826000 -1.808600 3.331800 0.00 0.03 0.02 0.116
C 5.610400 0.213900 -1.911900 -0.71 -0.03 0.18 -0.196
Si 3.720400 -0.120100 -1.583600 0.41 -0.19 -0.40 0.499
C 3.563100 -2.021400 -1.601400 0.03 0.61 0.25 -0.176
C 2.778200 0.391200 -3.166300 0.27 -0.01 0.62 -0.169
C 2.988200 0.663700 -0.062600 -0.06 -1.05 -0.07 -0.343
C 2.300500 1.878200 -0.141400 0.35 0.06 0.10 -0.466
C 2.684000 2.974900 -0.972300 0.01 0.18 -0.21 -0.057
C 2.082600 4.190100 -0.837500 0.01 0.01 -0.03 -0.095
C 1.059300 4.364600 0.114000 0.00 0.12 0.00 -0.112
C 0.648200 3.247300 0.798200 -0.17 0.74 0.11 -0.198
N 1.200600 2.050600 0.662500 -0.02 -0.25 -0.12 -0.108
Si 2.920400 -0.272500 1.559300 1.11 -0.10 0.76 0.482
C 2.168800 0.599900 3.087700 -0.03 -0.12 -0.64 -0.186
C 2.303000 -2.085000 1.585600 0.07 0.57 -0.15 -0.186
C 4.758900 -0.421300 2.163700 -0.58 -0.02 -0.31 -0.206
H 5.943100 -0.275700 -2.826300 -0.04 -0.10 -0.17 0.005
H 6.217200 -0.168900 -1.094200 0.05 -0.08 0.20 0.000
H 5.827000 1.275800 -2.003000 -0.01 0.23 -0.01 0.001
H 3.872600 -2.450300 -2.552100 0.12 0.12 -0.23 0.021
H 2.525300 -2.293500 -1.443700 -0.31 -0.12 0.06 0.009
H 4.152500 -2.495800 -0.824600 0.16 -0.12 0.26 0.010
H 3.124400 -0.116900 -4.062700 0.19 -0.20 -0.07 0.031
H 2.809000 1.456400 -3.358100 -0.02 0.32 -0.06 0.015
H 1.734000 0.125700 -3.029400 -0.14 -0.06 0.07 0.007
H 3.501600 2.838300 -1.667300 0.05 -0.01 -0.01 0.090
H 2.391100 5.034100 -1.451600 0.03 -0.13 0.06 0.095
H 0.601600 5.333300 0.252300 -0.15 -0.04 0.07 0.081
H -0.177900 3.277500 1.502400 -0.08 0.08 0.06 0.098
H 1.093200 0.680200 3.007000 -0.20 0.07 0.09 -0.016
H 2.562200 1.606000 3.192800 0.13 0.27 -0.07 0.021
H 2.402600 0.060200 4.004500 0.17 -0.27 0.01 0.021
H 1.536500 -2.262400 0.840900 -0.18 -0.14 -0.13 -0.028
H 1.893900 -2.355700 2.557000 -0.03 0.10 0.24 0.022
H 3.117100 -2.774100 1.372900 0.18 -0.06 -0.08 0.014
H 5.194100 0.560200 2.324700 0.03 0.29 -0.02 0.010
H 5.385900 -0.943600 1.450100 0.20 -0.19 -0.26 -0.003
H 4.802800 -0.960100 3.105900 -0.03 -0.20 0.25 0.006
C -5.400800 1.493000 3.171400 -0.03 0.00 0.08 -0.108
C -4.329600 2.365900 3.085200 -0.05 0.15 0.12 -0.092
C -3.488000 2.324800 1.988900 -0.02 0.16 0.03 -0.110
C -3.682200 1.425900 0.946200 0.31 -0.08 -0.08 -0.313
C -4.762000 0.551800 1.062000 0.02 0.05 -0.33 -0.128
C -5.610800 0.580400 2.153700 -0.25 -0.05 0.08 -0.111
Si -2.497800 1.334000 -0.564500 -2.25 1.18 0.27 0.652
C -2.758600 3.054900 -1.353300 0.29 -0.05 0.09 -0.281
C -3.426100 3.172000 -2.571000 -0.09 -0.14 -0.02 -0.104
C -3.693500 4.406500 -3.137200 -0.10 0.14 -0.08 -0.099
C -3.302300 5.570800 -2.495800 -0.02 0.05 -0.07 -0.123
C -2.618600 5.477700 -1.296900 0.04 0.24 0.07 -0.107
C -2.349700 4.237700 -0.744800 0.01 -0.14 0.14 -0.109
H -6.059000 1.514600 4.031700 0.01 0.00 0.03 0.090
H -4.148900 3.067400 3.888000 0.08 0.06 0.04 0.097
H -2.646800 2.999000 1.943900 0.15 0.13 0.11 0.088
H -4.936400 -0.162700 0.268100 -0.03 -0.13 -0.05 0.094
H -6.441500 -0.112800 2.221700 -0.01 -0.05 -0.06 0.093
H -3.329600 0.441700 -1.392700 0.13 -0.18 -0.07 0.008
H -3.701700 2.272900 -3.093900 -0.11 -0.11 -0.11 0.074
H -4.203200 4.468900 -4.091800 -0.03 -0.07 -0.01 0.092
H -3.521900 6.538800 -2.930900 0.03 0.02 -0.02 0.085
H -2.284900 6.378200 -0.794000 0.02 0.00 0.04 0.091
H -1.797400 4.188500 0.178200 0.08 0.08 0.18 0.064
C 1.079000 -0.738900 -8.750900 0.05 -0.01 0.16 -0.068
C 0.597200 -0.479700 -7.348700 -0.06 0.05 -0.08 -0.291
C -0.135600 -1.439500 -6.660300 -0.01 0.04 0.07 -0.043
C -0.585400 -1.196200 -5.372800 0.10 -0.18 0.06 -0.040
C -0.291600 0.004700 -4.757000 -0.21 0.13 0.42 -0.260
C 0.427900 0.971700 -5.429000 0.12 0.12 0.17 -0.068
C 0.878500 0.724100 -6.714800 -0.02 -0.04 -0.01 -0.049
S -1.131600 0.398100 -3.210900 -0.54 0.00 -1.47 0.394
O -2.486000 0.566300 -3.710100 0.18 -0.16 0.06 -0.337
O -0.532900 1.603500 -2.656300 0.38 0.08 -0.01 -0.383
O -0.983600 -0.727800 -2.280800 0.09 -0.07 -0.42 -0.467
H 0.424200 -1.439700 -9.266000 -0.03 -0.03 -0.06 0.067
H 2.079800 -1.171500 -8.727500 0.09 -0.03 -0.09 0.076
H 1.124700 0.185200 -9.325900 0.01 0.02 -0.05 0.068
H -0.366300 -2.378700 -7.146300 -0.03 -0.08 0.00 0.105
H -1.166000 -1.921200 -4.826800 -0.09 -0.24 0.03 0.121
H 0.630500 1.904700 -4.925100 0.05 0.12 0.00 0.112
H 1.451700 1.477800 -7.238100 0.04 0.10 -0.04 0.105
```
Forces are in eV/Å.